The molecule C6H11NS at a distorted geometry, computed with ωB97M-V/def2-TZVPD.

Its strongest force on any atom is 5.62 eV/A. The calculation puts the energy relative to the best compared isomer or geometry (same formula, charge and spin) at 3.549 eV. As for the SMILES: S[C@@H]1[C@@H]2CCC[C@H]1N2. As for the multiplicity: 1. The total energy is -18721.945 eV. Its lowest unoccupied orbital energy is 0.576 eV.

XYZ file:
```
19
Properties=species:S:1:pos:R:3:forces:R:3:nbo_charge:R:1
C 1.22183 -0.17497 -0.05469 4.35 3.15 -1.66 -0.36
C 0.33173 0.91567 -0.72022 -0.15 0.34 0.00 -0.07
C -0.98317 0.28455 -1.09189 -1.11 1.65 1.03 -0.44
C -1.26066 -0.78916 -0.05346 -0.30 -1.32 1.19 -0.42
C -0.61419 -0.43770 1.42050 -2.07 2.21 -0.21 -0.42
C 0.67103 0.40610 1.24877 -2.77 -0.92 -0.36 -0.05
H 2.48262 -1.63711 -1.89688 -1.94 0.11 2.12 0.16
H 2.29027 0.30030 0.07965 -1.50 -1.32 -1.36 0.24
H 0.80443 1.57345 -1.41467 0.13 -0.22 -1.52 0.20
H -1.82843 1.03657 -1.23642 1.21 -0.85 0.01 0.21
H -0.69228 -0.19554 -1.96682 -0.52 -0.96 -2.19 0.22
H -0.61095 -1.61432 -0.49339 -1.72 0.47 1.19 0.21
H -2.37173 -1.20941 -0.00858 2.38 1.13 0.08 0.23
H -0.38535 -1.38154 1.87602 -0.27 -0.35 0.77 0.21
H -1.32890 0.29440 1.99193 0.85 -2.02 -0.53 0.20
H 1.40379 0.57029 2.05257 -0.75 -0.39 0.08 0.21
H -0.73191 2.20388 0.71245 3.20 -2.31 -0.41 0.36
N 0.27183 1.68085 0.49858 -1.40 0.85 2.49 -0.64
S 1.33003 -1.82631 -0.94345 2.39 0.74 -0.70 -0.07
```
Forces are in eV/Å.